a.
Formula: C46H30Br2F3N7OSbSr
Source: the Open Molecules 2025 dataset
Level of theory: the ωB97M-V functional and the def2-TZVPD basis

Each line ends with the Löwdin charge.
Geometry (Å):
1 Sb 1.98854 -0.06211 3.43523  1.52
2 Sr -0.18125 0.30598 0.77446  1.36
3 Br -4.18909 2.92187 3.14423  0.82
4 Br -3.64551 6.82073 -0.88359  0.79
5 F 3.88658 -0.92637 9.28281  0.08
6 F -1.47528 5.10238 3.72335  0.09
7 F -2.42385 -4.44599 2.70017  0.08
8 O -2.03047 1.51490 1.49873  -0.34
9 N -2.07870 -1.30536 -0.10619  0.04
10 N 2.36408 -8.87770 -0.63993  0.08
11 N -4.13915 -2.95114 -0.95087  0.11
12 N 4.99371 -0.55334 0.31107  0.12
13 N 0.50222 -2.08697 -0.26108  0.09
14 N 2.33272 -0.08154 -0.33640  0.04
15 N -0.93584 2.24602 -0.87782  0.06
16 C -3.14121 5.14118 -0.17216  -0.63
17 C 2.19609 -3.76091 -0.32449  0.06
18 C -1.83032 3.09338 -0.26927  -0.14
19 C 4.11577 -1.53830 0.21393  -0.07
20 C -2.88303 -3.38000 -0.90413  -0.05
21 C 0.39079 -1.51611 3.33239  -0.40
22 C -0.97039 -1.19976 3.29121  -0.16
23 C -2.20376 4.32503 -0.84987  -0.19
24 C -0.73966 3.98902 3.68581  -0.28
25 C 2.75439 -6.58962 -1.22278  -0.01
26 C -0.09515 -4.38074 -0.49296  0.06
27 C 1.62722 -6.18675 -0.51632  -0.18
28 C 3.13570 -1.55329 5.82231  -0.13
29 C -2.39413 2.64457 0.98443  -0.47
30 C 0.87704 -7.16589 0.12501  -0.01
31 C 3.07421 -7.93872 -1.25689  -0.12
32 C -3.70189 4.72122 0.99883  -0.17
33 C -3.33290 -0.87148 -0.14451  -0.07
34 C -1.51183 -3.48957 2.93273  -0.27
35 C -3.34279 3.48405 1.55237  -0.60
36 C 0.96849 2.69108 2.67299  -0.17
37 C -0.42821 -3.03512 -0.40493  -0.19
38 C -0.96181 3.01017 4.63968  0.00
39 C 4.54781 0.67071 0.06902  -0.09
40 C 2.58582 -0.32924 5.44876  -0.40
41 C 1.28809 -8.48753 0.03594  -0.12
42 C 1.79183 -2.43814 -0.23278  -0.20
43 C 0.48521 1.59773 -2.73797  -0.03
44 C 0.77027 -2.85068 3.17663  -0.13
45 C 1.23657 -4.75996 -0.44324  -0.13
46 C 3.57229 -1.76619 7.12010  0.00
47 C -1.84077 -2.56888 -0.47233  -0.20
48 C 0.76820 1.67355 3.60709  -0.44
49 C 0.21668 3.85779 2.69990  0.01
50 C 3.21446 0.90938 -0.24783  -0.12
51 C -0.76394 3.77960 -2.69614  -0.01
52 C 2.78026 -1.32408 -0.12359  -0.22
53 C -1.62079 4.65083 -2.09579  -0.01
54 C -0.44129 2.56388 -2.05569  -0.33
55 C 2.93822 0.50137 7.68630  0.01
56 C -0.17212 -3.84922 2.98770  0.00
57 C -4.36496 -1.70394 -0.56549  -0.08
58 C 2.49808 0.69656 6.38473  -0.11
59 C 3.46212 -0.72961 8.02737  -0.28
60 C -1.93178 -2.18293 3.08652  0.01
61 C -0.20394 1.85414 4.59443  -0.12
62 H 0.11169 -4.88758 2.87548  0.12
63 H 1.75168 2.59476 1.92334  0.08
64 H -1.31988 -0.17534 3.41160  0.08
65 H 3.94144 -8.27939 -1.81042  0.11
66 H -1.87818 5.58829 -2.56964  0.08
67 H -1.72627 3.16302 5.38867  0.12
68 H 0.53118 0.64437 -2.21320  0.05
69 H 2.85314 1.91591 -0.42958  0.11
70 H 3.23522 -2.36034 5.10499  0.09
71 H 2.08754 1.66080 6.11156  0.09
72 H 0.72585 -9.26789 0.53536  0.11
73 H -0.00132 -6.91278 0.70542  0.11
74 H -3.50724 0.14590 0.18530  0.11
75 H 1.49684 2.00456 -2.80666  0.09
76 H -2.98547 -1.93959 3.04268  0.14
77 H 5.26120 1.48304 0.13169  0.12
78 H -0.32875 4.00269 -3.66117  0.12
79 H 2.88003 1.28400 8.43008  0.13
80 H -5.38790 -1.35045 -0.59024  0.12
81 H 0.14934 1.41129 -3.75869  0.09
82 H -0.37893 1.08179 5.33482  0.12
83 H -2.71091 -4.39410 -1.23992  0.12
84 H 3.36212 -5.87794 -1.76648  0.12
85 H 3.99777 -2.70964 7.43289  0.13
86 H -4.42858 5.33777 1.50891  0.10
87 H 4.48897 -2.53214 0.42758  0.12
88 H 1.81974 -3.12750 3.19092  0.10
89 H 0.35919 4.65297 1.98022  0.13
90 H -0.86111 -5.13386 -0.60447  0.12
91 H 3.24215 -4.02822 -0.29538  0.12

LUMO ... -3.695 eV
Total charge ... +1
HOMO energy ... -9.597 eV

b.
Formula: C46H30Br2F3N7OSbSr
Source: the Open Molecules 2025 dataset
Level of theory: the ωB97M-V functional and the def2-TZVPD basis

Each line ends with the Löwdin charge.
Geometry (Å):
1 Sb 1.58109 3.23011 -0.66338  1.48
2 Sr -0.10930 0.36800 -0.70498  1.30
3 Br -4.13527 -2.40436 -2.83858  0.79
4 Br -1.11171 -2.83805 -7.57489  0.79
5 F 7.74610 3.99114 -0.95287  0.08
6 F -0.38707 6.41401 -5.62168  0.09
7 F 0.06524 6.88438 4.14974  0.08
8 O -1.64673 -0.91856 -1.87233  -0.35
9 N 3.29473 -3.61612 0.68820  0.11
10 N 4.00495 1.23194 7.95548  0.08
11 N -1.49710 1.81547 1.08432  0.03
12 N 0.65306 -0.37513 -3.20581  0.06
13 N 1.34408 -1.75598 0.08468  0.04
14 N 0.65828 0.24204 1.82236  0.06
15 N -2.49357 3.76366 2.78310  0.12
16 C 1.60550 -2.76760 -0.73236  -0.08
17 C 1.08731 4.54705 0.93640  -0.39
18 C 2.90293 2.09698 6.01536  -0.01
19 C 3.10825 -0.25484 6.30598  -0.01
20 C -0.11949 4.36855 -4.51871  0.01
21 C 2.03370 -1.66483 1.22694  -0.19
22 C 3.76626 0.00441 7.49904  -0.12
23 C 1.04931 5.74335 -2.39335  -0.13
24 C 1.84289 4.51044 2.10941  -0.12
25 C 0.39876 6.12333 3.09871  -0.28
26 C -2.39799 -2.47207 -5.09174  -0.17
27 C -1.54162 -1.33167 -3.09597  -0.47
28 C -3.05634 3.52500 1.60568  -0.09
29 C 3.57616 2.25307 7.21720  -0.12
30 C 0.03484 5.73979 -4.54630  -0.27
31 C -0.92316 2.03724 2.27323  -0.20
32 C 1.50673 5.30316 3.19765  -0.01
33 C 6.41664 3.84139 -0.89587  -0.28
34 C 0.90736 4.35516 -2.32556  -0.41
35 C 4.25196 4.37113 -1.73333  -0.10
36 C 4.50720 2.84647 0.10897  -0.14
37 C 0.25390 1.19957 2.67145  -0.19
38 C 2.01352 -0.54117 -5.15621  -0.01
39 C 5.88463 3.00035 0.06137  0.00
40 C -1.44169 3.02630 3.11053  -0.06
41 C -2.55825 2.55071 0.75709  -0.09
42 C 2.34869 -0.39851 3.37599  0.06
43 C 1.78920 -0.12915 -3.82768  -0.33
44 C 1.95717 0.60170 4.25494  -0.12
45 C 0.61232 6.44471 -3.50570  0.01
46 C -2.53382 -2.03392 -3.76578  -0.61
47 C 3.67751 3.53605 -0.77682  -0.39
48 C -0.02183 5.39036 0.87405  -0.13
49 C -1.25362 -2.21992 -5.79037  -0.63
50 C -0.37314 6.18526 1.95687  0.00
51 C 1.67681 -0.55931 2.17340  -0.18
52 C 3.02451 -2.60296 1.50374  -0.05
53 C 2.57605 -3.70899 -0.42317  -0.08
54 C 1.03718 -1.21582 -5.82590  -0.01
55 C -0.18858 -1.51206 -5.18783  -0.19
56 C 2.86119 0.62074 -3.08198  -0.04
57 C 0.87997 1.39645 3.89499  0.06
58 C 0.32316 3.67946 -3.39813  -0.13
59 C 5.62952 4.52748 -1.79839  0.01
60 C 2.66360 0.81423 5.54113  -0.18
61 C -0.33932 -1.07020 -3.85369  -0.15
62 H 3.18673 -1.02702 3.63760  0.11
63 H 2.72373 3.88079 2.17873  0.09
64 H 0.53829 2.15120 4.58600  0.12
65 H 1.02799 -2.81947 -1.64817  0.12
66 H 3.85211 0.34032 -3.43738  0.09
67 H 4.11491 -0.81387 8.11804  0.11
68 H 2.59381 2.96961 5.45242  0.10
69 H 2.96093 -0.32105 -5.63025  0.12
70 H 0.71422 7.51910 -3.57852  0.13
71 H 4.08673 2.17087 0.84775  0.09
72 H -3.02690 2.35115 -0.20005  0.12
73 H 2.92600 -1.27849 6.00325  0.12
74 H 2.75886 1.69970 -3.23079  0.07
75 H 6.09387 5.17128 -2.53315  0.13
76 H 2.81608 0.41499 -2.01056  0.05
77 H 2.78010 -4.54305 -1.08230  0.12
78 H 1.50655 6.28790 -1.57505  0.11
79 H -1.01113 3.24413 4.07765  0.12
80 H 3.78223 3.24471 7.60318  0.11
81 H 0.20971 2.59911 -3.38098  0.08
82 H -0.62252 5.44033 -0.02768  0.10
83 H 3.62603 -2.55481 2.40145  0.11
84 H -0.57609 3.86052 -5.35727  0.13
85 H -1.22962 6.84525 1.92541  0.13
86 H 6.54327 2.47906 0.74284  0.12
87 H 2.09733 5.31097 4.10466  0.12
88 H -3.21086 -3.01405 -5.55439  0.10
89 H 3.62997 4.90889 -2.43819  0.09
90 H 1.19338 -1.53948 -6.84618  0.08
91 H -3.91974 4.11918 1.33346  0.12

LUMO ... -3.841 eV
Total charge ... +1
HOMO energy ... -9.469 eV

Which of them is the most stable, and which is the least stable? a and b, in that order.